Density functional theory data (the ωB97M-V functional and the def2-TZVPD basis) for a structure of composition C31H29N6O5PW.

HOMO (alpha / beta): -13.9 / -13.9 eV

Geometry as ORCA input:
```
! RIJCOSX wB97M-V def2-TZVPD def2/J DEFGRID3
* xyz 2 3
W -0.76359 0.36439 0.26778
N -1.60279 2.66205 0.56910
C -0.53142 3.67709 0.54237
C 0.81932 2.98062 0.22686
O 1.86666 3.55684 0.19666
O 0.63679 1.70384 -0.01698
H -2.36359 2.93827 -0.05553
H -2.01748 2.60464 1.50592
H -0.42678 4.19033 1.50023
H -0.70306 4.43165 -0.22939
O -1.64360 -1.45449 0.67627
C -1.41535 -0.96124 1.84867
O -1.79516 0.25272 2.07214
C -0.67298 -1.74476 2.86727
C -1.27457 -2.56240 3.80935
C -0.47288 -3.23991 4.71570
C 0.90235 -3.06196 4.71104
C 1.50580 -2.23813 3.77319
C 0.72131 -1.61287 2.80664
P 1.31014 -0.58247 1.41190
C 2.07502 0.82511 2.28380
C 3.44101 1.07647 2.32413
C 3.91213 2.18595 3.00889
C 3.03102 3.02323 3.66940
C 1.66576 2.77501 3.63319
C 1.18430 1.69129 2.92480
C 2.63882 -1.50960 0.59535
C 3.29543 -0.87027 -0.45834
C 4.35955 -1.49387 -1.08354
C 4.75508 -2.76288 -0.67830
C 4.08336 -3.40965 0.34801
C 3.01823 -2.79175 0.98307
H -2.34783 -2.66820 3.82201
H -0.92377 -3.91382 5.42495
H 1.50872 -3.57565 5.44114
H 2.57520 -2.08832 3.78874
H 4.13494 0.42379 1.81795
H 4.96915 2.40385 3.01671
H 3.40399 3.87474 4.21419
H 0.98430 3.44113 4.14176
H 0.10999 1.49540 2.88635
H 2.97113 0.12177 -0.75061
H 4.88351 -0.98514 -1.87828
H 5.58856 -3.24678 -1.16419
H 4.39106 -4.39544 0.66771
H 2.49795 -3.30349 1.77943
N -1.10663 -0.78944 -6.84418
C -1.65503 -0.21236 -5.78039
O -2.72117 0.37411 -5.76296
C -0.91925 -0.26801 -4.46775
C -0.35605 0.90445 -3.95753
C -0.03631 0.98239 -2.62176
N -0.28593 -0.01994 -1.72570
C -0.71006 -1.19912 -2.26224
C -1.02937 -1.35389 -3.59294
H -1.59030 -0.73051 -7.72842
H -0.22461 -1.27114 -6.82045
H -0.20654 1.75910 -4.59967
H 0.42469 1.88481 -2.22670
H -0.83178 -2.02690 -1.56409
H -1.40549 -2.29893 -3.95241
N -4.72096 1.05694 -3.68546
C -4.45835 0.72953 -2.42289
C -3.16646 0.87831 -1.85181
N -2.88717 0.50076 -0.59785
C -3.92256 0.01957 0.12533
C -5.20296 -0.04822 -0.41849
N -5.46941 0.29112 -1.65611
H -3.99377 1.13237 -4.38825
H -5.65986 0.87934 -4.01117
H -2.37554 1.30006 -2.45562
H -3.73720 -0.29618 1.14427
H -6.03769 -0.40534 0.16768
*
```

***

Density functional theory data (the ωB97M-V functional and the def2-TZVPD basis) for a structure of composition C8H36BO8.

HOMO: -4.7 eV

Geometry as ORCA input:
```
! RIJCOSX wB97M-V def2-TZVPD def2/J DEFGRID3
* xyz -1 1
B 0.30655 0.11531 -0.04121
H -0.46506 -0.58502 -0.32117
H 1.27961 -0.35089 -0.03352
H 0.25330 0.92881 -0.74805
H 0.10182 0.41974 0.97351
C -0.54722 2.65202 0.98186
O 0.11695 2.36444 -0.24283
H -1.61273 2.58591 0.76180
H -0.34012 1.94969 1.78929
H -0.24741 3.60119 1.42602
H 0.34325 1.43171 -0.26369
C -1.11472 1.65213 -2.34599
O -1.25579 0.42788 -1.63578
H -1.73034 1.75358 -3.23977
H -1.41367 2.48734 -1.71263
H -0.07652 1.90073 -2.56607
H -0.59812 0.26365 -0.95600
C 3.10346 0.04879 1.34869
O 2.29330 1.02143 0.65436
H 2.46252 -0.44196 2.08112
H 3.40593 -0.75028 0.67185
H 3.96881 0.45113 1.87539
H 1.53647 0.55902 0.28696
C 0.79966 -0.41886 -3.00019
O 1.49498 -0.15329 -1.79623
H 1.34132 -1.02961 -3.72248
H -0.20853 -0.82922 -2.94316
H 0.61208 0.48207 -3.58435
H 0.87090 -0.13604 -1.06695
C -2.63661 0.46432 0.39151
O -1.60908 0.13061 1.32610
H -3.65882 0.46742 0.76994
H -2.37144 1.36616 -0.16027
H -2.66448 -0.28132 -0.40306
H -0.81167 0.02806 0.80149
C 1.08838 -2.41247 0.77726
O 0.68218 -1.39040 1.72770
H 0.32675 -2.36851 -0.00126
H 2.06963 -2.29070 0.31854
H 1.09071 -3.42942 1.16953
H 0.48040 -0.61977 1.19197
C -1.60431 -1.95274 -1.33050
O -1.75622 -3.36527 -1.41710
H -0.64701 -1.57920 -1.69403
H -2.34570 -1.53766 -2.01325
H -1.89453 -1.47985 -0.39228
H -1.62080 -3.65753 -2.32145
C 0.47020 0.60981 3.17205
O 0.66974 -0.70917 3.46705
H -0.56320 0.78148 2.87087
H 0.80189 1.23030 4.00457
H 1.22419 0.86022 2.42579
H 0.59913 -1.26575 2.68804
*
```

***

Density functional theory data (the ωB97M-V functional and the def2-TZVPD basis) for a cluster of 2 separate species, C13H25Cl2N2O3 in total.

HOMO: -11.8 eV

Geometry as ORCA input:
```
! RIJCOSX wB97M-V def2-TZVPD def2/J DEFGRID3
* xyz 1 1
C 3.03464 0.69797 2.79310
C 3.23837 0.66060 1.19118
Cl 5.01180 0.65732 0.53207
C 2.04731 0.60037 0.31330
Cl 2.56925 0.45821 -1.51272
C 0.49639 0.58635 0.58775
N -0.06528 -0.76162 0.08077
C -0.21799 1.70962 -0.43753
C 0.22210 3.19833 0.07789
N 0.70890 3.29554 1.49821
C -0.03287 2.46634 2.51804
C -0.22752 0.89162 1.98282
C -0.14443 -0.23254 3.16993
O -1.50035 -0.53781 3.73681
O -2.02676 -1.39757 2.87078
H 2.61665 -0.35504 3.13370
H 4.12854 0.73750 3.27454
H 2.47902 1.61484 3.24818
H -1.10397 -0.81175 0.26655
H 0.01068 -0.75917 -0.96573
H -1.40469 1.66146 -0.30390
H -0.03555 1.48507 -1.56673
H 1.01782 3.73806 -0.62865
H -0.75162 3.88502 0.00336
H 0.63089 4.30966 1.80937
H 1.74381 3.06703 1.58704
H -1.08999 2.99835 2.67474
H 0.47640 2.49836 3.59601
H -1.40062 0.88953 1.72442
H 0.35794 -1.19617 2.68299
H 0.58975 0.08142 4.05318
H -2.73419 -0.85243 2.38632
C -0.57005 -2.55036 -4.16073
C -1.63492 -3.61430 -4.09133
C -2.23069 -3.37734 -2.72073
O -2.09757 -1.97599 -2.44572
C -1.22333 -1.40016 -3.42621
H -0.27320 -2.29144 -5.18020
H 0.32237 -2.88243 -3.61698
H -2.39132 -3.43275 -4.86396
H -1.25138 -4.62960 -4.22011
H -1.67944 -3.92338 -1.94786
H -3.28470 -3.66468 -2.66641
H -1.83447 -0.79335 -4.10320
H -0.49577 -0.74867 -2.93435
*
```

***

Density functional theory data (the ωB97M-V functional and the def2-TZVPD basis) for the molecule C18H20O5.

HOMO: -8.1 eV
structure (SMILES): CCc1cc2c3c(c(=O)oc2cc1OCC(=O)OC)CCCC3

Geometry as ORCA input:
```
! RIJCOSX wB97M-V def2-TZVPD def2/J DEFGRID3
* xyz 0 1
C -0.96847 1.45371 -3.71205
C 0.44367 1.05314 -3.28063
C 0.45621 0.68889 -1.82446
C 0.38597 -0.62017 -1.41235
C 0.33721 -0.97881 -0.05816
C 0.25675 -2.32015 0.44973
C 0.19295 -2.52572 1.79117
C 0.21921 -1.43243 2.74243
O 0.17712 -1.54412 3.94518
O 0.30239 -0.16900 2.21817
C 0.35494 0.05801 0.88661
C 0.43141 1.39059 0.48922
C 0.47939 1.71321 -0.85418
O 0.57301 2.98389 -1.33459
C 0.43693 4.04942 -0.43499
C -0.94494 4.06710 0.21940
O -1.91328 3.51406 -0.22007
O -0.92326 4.79441 1.33633
C -2.15889 4.90379 2.03794
C 0.11820 -3.92977 2.29539
C 1.20945 -4.78637 1.63686
C 1.33179 -4.52343 0.12562
C 0.26212 -3.55209 -0.39772
H -1.32138 2.28537 -3.10869
H -0.97503 1.75093 -4.75791
H -1.65431 0.61973 -3.58135
H 1.12058 1.89140 -3.44886
H 0.78286 0.20397 -3.87649
H 0.35936 -1.39281 -2.16497
H 0.44036 2.13539 1.26810
H 0.54141 4.95656 -1.03865
H 1.21489 4.05091 0.33823
H -2.92933 5.31532 1.38390
H -2.47976 3.92124 2.38827
H -1.97125 5.56699 2.87765
H -0.86333 -4.34526 2.04730
H 0.22433 -3.93571 3.38005
H 2.16057 -4.56326 2.12148
H 0.98694 -5.83752 1.82319
H 1.25573 -5.45903 -0.42991
H 2.31043 -4.09250 -0.09309
H 0.45607 -3.32934 -1.44501
H -0.71901 -4.03053 -0.32810
*
```

***

Density functional theory data (the ωB97M-V functional and the def2-TZVPD basis) for a structure of composition C18H30BrMoN2OPSi.

HOMO (alpha / beta): -6.2 / -7.8 eV

Geometry as ORCA input:
```
! RIJCOSX wB97M-V def2-TZVPD def2/J DEFGRID3
* xyz 0 3
Mo -0.10582 -0.09249 0.08038
Si 2.14061 0.30708 -0.72865
P -0.75293 0.56773 -2.14595
N -0.38093 -1.81596 -0.14751
H -0.60934 2.84044 1.80598
C -2.53113 0.85103 -2.40314
H -2.73790 1.06248 -3.46316
H -2.84407 1.70175 -1.78648
H -3.09651 -0.03618 -2.09261
C -0.02699 2.06733 -2.91013
H -0.44503 2.18887 -3.92000
H 1.06455 1.99213 -2.97631
H -0.29230 2.93141 -2.28773
C -0.40238 -0.79493 -3.32474
H -0.62914 -0.45782 -4.34603
H -1.03242 -1.65920 -3.07726
H 0.64884 -1.09782 -3.26308
C 2.78429 2.07413 -0.39703
H 2.55706 2.40935 0.62477
H 2.33708 2.76653 -1.12093
H 3.87507 2.04860 -0.53375
H 3.10972 -0.57305 0.00991
H 2.47263 0.09260 -2.17402
C -0.38874 -3.16009 -0.38511
C -1.49530 -5.30996 -0.31092
C -1.54670 -3.93642 -0.12994
C 0.78900 -3.77233 -0.88201
C 0.81609 -5.14851 -1.05688
C -0.31659 -5.91833 -0.76704
H -2.37779 -5.91513 -0.09893
H -2.44631 -3.41531 0.21296
H 1.64975 -3.13008 -1.10183
H 1.72667 -5.62354 -1.42340
H -0.28109 -6.99646 -0.90507
C -1.25333 3.17873 0.96487
O -1.21444 2.20436 -0.01007
C -2.67003 3.36634 1.52084
H -2.94060 4.42897 1.53644
H -2.70742 2.99019 2.54784
H -3.41721 2.83015 0.93263
C -0.64814 4.45542 0.39037
H -1.27885 4.82470 -0.42603
H 0.35494 4.28694 -0.01484
H -0.58563 5.22815 1.16728
Br 1.68773 -3.38216 4.50948
C 1.43397 -1.60538 3.86575
C 2.00238 -0.51173 4.51324
C 1.80486 0.75676 3.96097
C 1.08777 0.89783 2.77515
N 0.56934 -0.18119 2.12462
C 0.66258 -1.42117 2.70888
H 2.57182 -0.66670 5.42508
H 2.21803 1.64545 4.42936
H 0.92408 1.87300 2.30471
H 0.16621 -2.24650 2.19906
*
```